No. 1
Entry from OMol25: a cluster of 5 separate species, CH11NO4 in total (ωB97M-V/def2-TZVPD).

Computed properties:
- HOMO (eV) = -10.181
- lowest unoccupied orbital energy (Eh) = 0.02571
- ΔE to the lowest compared entry with this formula, charge and spin (kJ/mol) = 96.31
- Kohn-Sham gap (eV) = 10.9

```
17
Properties=species:S:1:pos:R:3:forces:R:3
C -0.525 -2.328 3.022 0.17 -0.22 -0.55
N -1.644 -1.863 2.672 0.34 0.63 -0.07
H 0.257 -2.519 2.277 -0.28 -0.19 0.15
H -0.338 -2.569 4.056 0.57 0.03 0.42
H -2.116 -1.627 3.538 -0.80 -0.23 0.01
O -1.533 0.847 -1.916 0.43 0.26 -0.10
H -1.474 0.558 -2.835 -0.15 -0.05 0.08
H -0.789 1.489 -1.859 -0.40 0.01 -0.03
O 0.663 2.595 -1.805 -0.49 -0.27 -0.17
H 0.949 3.439 -2.154 0.22 0.02 0.16
H 1.331 2.213 -1.218 0.41 0.20 0.13
O 0.307 -1.047 -1.019 -0.13 -0.03 0.05
H 0.011 -1.767 -1.586 0.15 -0.02 0.12
H -0.462 -0.443 -1.027 0.08 -0.09 -0.18
O 2.087 1.011 0.175 -0.28 0.18 -0.26
H 1.157 0.810 0.350 0.18 -0.10 0.20
H 2.339 0.283 -0.406 -0.01 -0.13 0.02
```
Positions in Å, forces in eV/Å.

Results of the Mulliken charge analysis, in e, for atoms 1 through 4: C -0.2767; N -0.4475; H 0.2564; H 0.2293

=====

No. 2
Entry from OMol25: an isolated molecule of C3H5N3 in a non-equilibrium geometry (ωB97M-V/def2-TZVPD).

Computed properties:
- HOMO (eV) = -8.536
- lowest unoccupied orbital energy (Eh) = 0.00989
- ΔE to the lowest compared entry with this formula, charge and spin (kJ/mol) = 321.80
- Kohn-Sham gap (eV) = 8.8

```
11
Properties=species:S:1:pos:R:3:forces:R:3
N 1.278 -0.783 -1.190 -0.16 -0.17 -0.21
C 0.275 -0.122 -0.549 -0.32 -0.15 -0.09
C -0.221 -0.551 0.778 0.42 -0.21 0.12
C -0.661 0.606 1.320 0.25 -0.23 -0.95
N -1.051 1.414 0.195 0.17 1.34 -0.09
N -0.182 1.035 -0.900 -0.15 -0.74 -0.26
H 1.545 -1.705 -0.902 0.00 0.08 -0.04
H 1.713 -0.376 -2.002 -0.19 -0.07 0.10
H -0.364 -1.573 1.089 1.15 -0.08 0.68
H -0.372 1.148 2.221 -1.38 -0.77 0.56
H -1.940 0.946 -0.067 0.22 1.00 0.18
```
Positions in Å, forces in eV/Å.

Results of the Mulliken charge analysis, in e, for atoms 1 through 4: N -0.4088; C 0.7342; C -0.3966; C -0.4224

=====

No. 3
Entry from OMol25: a cluster of 12 separate species, C41H106O12 in total in a non-equilibrium geometry (ωB97M-V/def2-TZVPD).

Computed properties:
- HOMO (eV) = -9.227
- lowest unoccupied orbital energy (Eh) = 0.01850
- ΔE to the lowest compared entry with this formula, charge and spin (kJ/mol) = 0.00
- Kohn-Sham gap (eV) = 9.7

```
159
Properties=species:S:1:pos:R:3:forces:R:3
C 7.534 15.275 28.560 0.90 0.13 0.27
C 6.456 15.518 27.518 0.67 -0.68 0.52
C 6.129 14.241 26.755 -0.04 0.68 -0.26
O 5.267 15.945 28.163 -0.49 0.02 -0.47
H 7.412 14.344 29.118 -0.23 -0.03 -0.11
H 7.598 16.075 29.308 -0.27 0.11 -0.09
H 8.539 15.263 28.121 -0.14 -0.21 -0.18
H 6.862 16.237 26.793 -0.41 0.32 0.10
H 5.756 13.479 27.437 -0.03 -0.07 -0.07
H 7.004 13.889 26.206 0.09 -0.09 0.17
H 5.390 14.489 25.994 -0.21 -0.25 0.14
H 5.454 16.635 28.802 0.22 0.08 -0.01
C 4.870 14.938 23.169 0.01 -0.58 -0.17
C 5.863 14.674 22.054 -0.39 0.60 0.20
O 6.988 14.070 22.655 -0.04 0.22 -0.51
C 8.047 13.874 21.748 0.61 -0.27 -0.33
C 9.246 13.370 22.537 -0.03 1.01 0.20
H 5.371 15.514 23.945 -0.17 0.22 -0.03
H 3.979 15.441 22.796 0.05 0.14 0.09
H 4.567 13.990 23.618 -0.06 0.03 0.00
H 5.440 14.080 21.236 0.03 -0.40 0.18
H 6.100 15.636 21.579 0.44 0.01 0.11
H 7.760 13.201 20.928 -0.15 -0.25 0.24
H 8.345 14.801 21.237 -0.25 0.20 0.19
H 8.947 12.672 23.317 0.08 -0.37 -0.29
H 9.654 14.241 23.061 0.04 -0.10 0.12
H 10.052 13.023 21.893 -0.15 -0.37 0.01
C 10.188 18.031 32.948 -0.18 -0.53 0.86
C 10.120 19.216 32.018 0.00 0.27 0.41
O 10.165 18.741 30.699 -0.53 -0.34 -0.37
C 9.889 19.712 29.716 -0.15 0.53 -0.17
C 9.705 19.072 28.346 0.78 -0.48 0.85
H 9.285 17.415 32.990 -0.10 0.16 -0.63
H 11.009 17.359 32.702 0.11 0.14 -0.06
H 10.284 18.315 34.001 0.35 0.35 -0.18
H 9.217 19.809 32.222 -0.18 -0.16 -0.24
H 10.945 19.919 32.205 0.18 -0.16 -0.04
H 8.976 20.283 29.939 0.04 -0.08 0.36
H 10.727 20.422 29.718 -0.10 0.15 -0.22
H 9.367 19.799 27.615 0.04 0.01 -0.08
H 9.016 18.229 28.420 -0.19 0.15 -0.08
H 10.672 18.645 28.070 -0.11 0.08 -0.43
C 16.621 17.328 26.256 -0.09 0.20 0.36
C 16.110 17.383 27.682 0.49 -0.21 0.04
O 16.860 16.442 28.432 -0.22 0.00 -0.02
C 16.589 16.473 29.812 -0.08 0.29 0.45
C 17.656 15.663 30.511 0.38 -0.24 0.02
H 16.739 16.291 25.944 -0.26 0.00 -0.15
H 15.915 17.868 25.627 0.14 -0.11 -0.22
H 17.608 17.790 26.201 -0.03 0.07 -0.07
H 16.275 18.381 28.107 -0.13 0.09 0.01
H 15.038 17.164 27.739 -0.07 -0.10 0.00
H 16.592 17.514 30.165 0.20 0.05 0.01
H 15.577 16.123 30.058 -0.03 -0.31 -0.28
H 17.481 15.483 31.572 -0.27 0.24 0.00
H 18.621 16.165 30.420 -0.01 -0.01 -0.03
H 17.763 14.679 30.051 -0.10 0.05 -0.12
C 13.346 13.243 23.040 0.18 0.22 0.41
C 14.062 12.808 24.314 0.15 0.15 -0.35
O 14.598 11.516 24.063 -0.35 -0.16 0.72
C 15.332 10.988 25.156 0.46 -0.34 -0.56
C 16.670 11.686 25.329 0.45 0.14 1.06
H 12.319 12.881 23.025 0.02 -0.10 -0.16
H 13.335 14.331 22.955 -0.10 0.01 0.06
H 13.908 12.846 22.196 -0.13 -0.03 -0.09
H 14.866 13.507 24.565 0.11 0.05 -0.13
H 13.396 12.807 25.184 -0.12 -0.21 0.01
H 14.783 10.956 26.105 -0.25 0.50 -0.09
H 15.493 9.929 24.939 0.06 0.10 -0.33
H 17.312 11.068 25.968 -0.03 -0.01 -0.11
H 16.586 12.631 25.871 -0.16 0.03 -0.10
H 17.230 11.899 24.420 -0.31 -0.26 -0.29
C 7.094 17.911 24.374 -0.58 -0.26 -0.35
C 7.738 19.000 25.203 0.01 -1.03 -0.01
O 7.290 20.249 24.753 -0.56 0.23 0.53
C 7.639 21.290 25.653 1.06 0.25 -0.57
C 7.061 22.601 25.169 -0.66 -0.11 0.07
H 6.029 17.849 24.616 0.03 0.08 0.06
H 7.132 18.078 23.295 0.33 0.14 0.05
H 7.508 16.920 24.576 0.21 0.11 0.05
H 7.443 18.777 26.239 0.03 0.48 0.12
H 8.835 18.918 25.179 0.00 0.21 -0.12
H 7.359 21.050 26.683 -0.07 -0.09 0.00
H 8.736 21.380 25.586 0.03 -0.06 0.43
H 6.055 22.766 25.561 -0.08 -0.15 -0.24
H 7.024 22.540 24.081 -0.04 0.27 0.02
H 7.630 23.477 25.476 0.29 -0.15 -0.03
C 10.479 12.827 26.084 0.18 -0.02 0.81
C 10.897 13.001 27.549 -0.63 -0.50 -0.44
O 10.991 14.376 27.838 0.08 -0.02 0.33
C 11.581 14.607 29.113 0.17 0.29 -0.34
C 11.249 16.004 29.584 0.12 0.25 -0.18
H 11.132 13.404 25.432 -0.10 -0.01 -0.14
H 10.507 11.772 25.813 0.09 0.00 -0.07
H 9.444 13.159 26.001 0.05 0.18 -0.27
H 10.109 12.535 28.158 0.02 0.12 0.20
H 11.812 12.460 27.817 0.26 0.20 -0.27
H 11.229 13.863 29.834 -0.08 -0.01 0.03
H 12.667 14.489 29.012 0.05 -0.09 0.08
H 10.183 16.124 29.760 0.04 -0.04 0.30
H 11.512 16.784 28.867 0.11 -0.29 -0.30
H 11.839 16.260 30.466 -0.28 -0.15 0.24
C 8.089 20.248 21.209 -0.59 -0.18 0.28
C 9.327 19.832 21.972 0.13 -0.34 -0.61
O 9.787 18.638 21.351 0.05 -0.24 0.32
C 11.098 18.291 21.786 -0.13 0.53 -0.63
C 11.456 16.915 21.303 0.18 -0.26 -0.23
H 7.578 21.114 21.631 0.28 0.13 0.06
H 8.279 20.412 20.150 0.21 0.08 0.04
H 7.359 19.437 21.278 0.06 -0.05 -0.07
H 10.130 20.577 21.919 -0.08 0.20 0.04
H 9.111 19.619 23.020 -0.06 0.20 0.09
H 11.772 19.012 21.301 0.24 0.04 0.33
H 11.192 18.393 22.872 -0.02 -0.11 0.04
H 11.536 16.884 20.214 -0.18 0.11 -0.01
H 10.714 16.171 21.600 0.09 0.00 0.16
H 12.442 16.646 21.684 -0.11 -0.11 0.20
C 16.805 21.761 26.360 -0.13 -0.86 0.52
C 16.569 22.232 24.955 0.28 0.07 -0.59
O 15.338 21.693 24.506 -0.23 0.02 -0.13
C 15.048 21.997 23.143 0.47 -0.15 -0.32
C 13.745 21.346 22.719 0.19 0.30 -0.02
H 17.658 22.214 26.861 -0.01 0.22 -0.17
H 15.919 21.870 26.988 0.00 0.42 -0.08
H 16.982 20.679 26.359 0.11 0.06 -0.12
H 16.570 23.325 24.848 -0.21 -0.01 0.20
H 17.363 21.874 24.283 0.05 -0.01 0.13
H 15.095 23.081 22.995 -0.45 0.09 0.15
H 15.853 21.618 22.498 0.08 -0.16 0.14
H 13.840 20.262 22.719 -0.02 -0.07 0.13
H 13.515 21.644 21.696 -0.04 0.07 0.04
H 12.925 21.629 23.375 -0.06 0.01 0.00
C 11.017 16.773 25.450 -0.50 -0.01 0.30
C 12.482 16.356 25.393 -1.15 -0.15 0.73
O 13.150 16.993 24.337 0.62 -0.23 0.10
H 10.527 16.323 26.320 0.03 -0.29 -0.16
H 10.452 16.518 24.551 0.11 -0.07 -0.05
H 10.896 17.849 25.619 0.35 0.08 -0.24
H 12.579 15.270 25.306 -0.10 0.02 -0.41
H 12.842 16.533 26.418 0.71 0.42 -0.30
H 13.546 17.809 24.672 -0.15 0.31 0.00
C 12.287 21.134 26.643 -0.22 -0.56 0.39
C 13.272 19.970 26.694 0.70 0.61 -0.27
O 13.718 19.626 25.387 0.49 -0.25 -0.25
H 11.484 20.903 25.940 -0.05 0.05 0.02
H 12.765 22.065 26.344 0.15 -0.08 -0.11
H 11.856 21.287 27.638 -0.06 0.04 -0.09
H 12.891 19.047 27.136 -0.37 0.19 -0.01
H 14.134 20.271 27.304 -0.05 -0.12 0.05
H 14.441 20.226 25.089 -0.58 -0.09 0.34
C 15.663 17.787 22.374 -0.53 -0.05 -0.53
C 16.841 18.477 21.712 0.47 -0.66 0.26
O 16.739 18.533 20.296 -0.32 0.45 -0.06
H 14.736 18.155 21.925 0.02 0.14 0.11
H 15.606 17.960 23.447 0.17 0.01 0.02
H 15.642 16.710 22.193 0.21 -0.02 0.09
H 17.771 17.944 21.943 -0.02 0.15 0.32
H 16.941 19.489 22.108 -0.02 0.11 -0.27
H 17.144 17.753 19.915 -0.01 -0.11 0.04
```
Positions in Å, forces in eV/Å.

Results of the Mulliken charge analysis, in e, for atoms 1 through 4: C -1.1685; C 1.8555; C -1.3479; O -0.6652

=====

No. 4
Entry from OMol25: an isolated molecule of C21H17N3O2 in a non-equilibrium geometry (ωB97M-V/def2-TZVPD).

Computed properties:
- HOMO (eV) = -7.734
- lowest unoccupied orbital energy (Eh) = -0.02936
- ΔE to the lowest compared entry with this formula, charge and spin (kJ/mol) = 2.66
- Kohn-Sham gap (eV) = 6.9

```
43
Properties=species:S:1:pos:R:3:forces:R:3
C 2.857 1.201 -2.136 -0.02 -0.16 0.01
C 1.891 0.364 -1.385 -0.58 -0.02 0.22
C 0.562 0.633 -1.134 0.99 -0.84 0.70
N -0.158 1.580 -1.766 -0.91 0.95 -0.75
C -1.234 2.161 -1.347 0.90 -0.48 0.02
C -2.006 2.818 -2.377 -0.73 0.44 -0.29
C -3.276 3.201 -2.184 0.29 0.00 -0.48
C -3.953 3.034 -0.897 -0.38 0.07 0.03
O -5.144 3.268 -0.755 0.40 -0.07 -0.08
C -3.087 2.616 0.224 0.27 -0.20 0.54
C -3.603 2.663 1.517 -0.07 0.01 -0.13
C -2.805 2.377 2.606 0.00 0.00 0.00
C -1.464 2.079 2.411 0.03 0.03 -0.01
C -0.944 2.012 1.134 0.04 0.08 -0.08
C -1.751 2.235 0.018 -0.37 0.03 0.59
C 0.055 -0.442 -0.274 0.12 0.15 -0.19
O -1.065 -0.671 0.134 -0.17 -0.08 -0.03
N 1.162 -1.261 -0.056 0.09 0.44 0.31
C 1.103 -2.566 0.451 0.05 -0.47 -0.01
C 1.766 -3.611 -0.189 -0.08 0.14 -0.02
C 1.690 -4.890 0.329 0.02 -0.07 0.04
C 0.944 -5.139 1.469 -0.01 -0.10 0.00
C 0.266 -4.102 2.089 0.03 -0.02 -0.02
C 0.347 -2.815 1.592 0.03 0.11 -0.06
N 2.262 -0.795 -0.766 -0.20 -0.15 -0.59
C 3.586 -1.004 -0.232 0.23 0.13 0.31
H 2.299 1.941 -2.703 -0.01 0.05 -0.03
H 3.445 0.590 -2.819 0.07 0.00 -0.06
H 3.543 1.717 -1.463 0.02 0.04 0.01
H -1.533 2.894 -3.346 0.03 0.02 -0.05
H -3.871 3.619 -2.984 -0.03 0.02 -0.06
H -4.640 2.940 1.639 -0.06 0.02 0.00
H -3.214 2.405 3.605 -0.04 0.02 0.07
H -0.822 1.895 3.260 0.05 -0.01 0.04
H 0.108 1.806 0.999 -0.01 -0.07 0.00
H 2.317 -3.423 -1.099 0.04 0.05 -0.06
H 2.207 -5.697 -0.168 0.04 -0.06 -0.04
H 0.884 -6.141 1.867 -0.01 -0.09 0.04
H -0.327 -4.295 2.970 -0.05 -0.01 0.08
H -0.186 -2.005 2.062 -0.03 0.07 0.03
H 3.869 -0.210 0.468 0.00 -0.03 0.04
H 3.618 -1.958 0.290 0.04 0.06 -0.08
H 4.301 -1.023 -1.053 -0.02 -0.03 0.03
```
Positions in Å, forces in eV/Å.

Results of the Mulliken charge analysis, in e, for atoms 1 through 4: C -1.6709; C 0.2780; C 0.1327; N -0.7033

=====

No. 5
Entry from OMol25: the ion C8H10N3S2 with charge +1 in a non-equilibrium geometry (ωB97M-V/def2-TZVPD).

Computed properties:
- HOMO (alpha / beta) (eV) = -12.447 / -12.358
- lowest unoccupied orbital energy (alpha / beta) (Eh) = -0.20882 / -0.20569
- ΔE to the lowest compared entry with this formula, charge and spin (kJ/mol) = 0.00
- charge = +1
- Kohn-Sham gap (alpha / beta) (eV) = 6.8 / 6.8

```
23
Properties=species:S:1:pos:R:3:forces:R:3
C 3.411 -0.985 -0.204 0.06 1.11 0.37
C 0.192 0.393 0.961 -0.36 -2.07 2.89
C -0.765 -0.642 0.580 -0.39 0.75 1.06
C -0.984 -0.411 -0.783 -0.45 -0.23 0.80
C 1.343 0.575 -0.025 1.83 1.37 -0.58
C -1.447 -1.582 1.501 0.84 0.34 3.47
C -1.538 -1.333 -1.803 -3.23 2.88 -0.85
C 0.000 2.748 -0.123 2.24 2.12 4.89
N 3.805 0.152 -0.107 1.36 0.52 -0.01
N -0.369 0.699 -1.168 -1.16 -1.55 -3.51
N 0.141 1.340 -0.131 1.01 0.91 1.75
S 2.799 1.435 0.234 -0.45 -0.70 -0.58
S 2.728 -2.337 -0.220 -0.45 -2.01 -0.24
H 0.622 0.645 2.015 -1.53 -0.14 -2.00
H -1.783 -1.065 2.510 0.54 -0.36 -2.11
H -0.761 -2.346 2.017 -0.79 0.63 -1.37
H -2.351 -1.997 1.113 -0.22 -0.59 -0.47
H -1.418 -0.898 -2.791 0.04 0.32 -0.01
H -2.628 -1.634 -1.772 1.25 0.41 0.62
H -0.943 -2.127 -1.802 2.21 -3.86 0.05
H -0.455 3.050 0.848 -0.10 -0.36 -0.62
H 1.012 3.226 0.005 -0.98 -0.31 -1.04
H -0.612 3.095 -0.854 -1.27 0.83 -2.52
```
Positions in Å, forces in eV/Å.

Results of the Mulliken charge analysis, in e, for atoms 1 through 4: C 0.7053; C 0.2922; C 0.2704; C 0.6602